The following is a quantum chemistry calculation of an isolated molecule of C10H12FN at a distorted geometry, from OMol25.

2S+1: 1
Energy above the lowest of the compared OMol25 structures with the same formula, charge and spin, eV: 1.801
E, Ha: -542.78571
Lowest unoccupied orbital energy, eV: 1.00
Structure (SMILES): Cc1ccc([C@]2(F)N[C@H]2C)cc1
Gap between HOMO and LUMO, eV: 9.51

Positions of all 24 atoms, in Å:
C1 3.88536 -1.06021 -0.34826
C2 0.49689 0.05901 -1.29268
C3 1.78494 -0.45345 -1.33220
H1 -2.44722 2.17634 1.08864
H2 2.37462 -0.75382 -2.16366
C4 -1.41137 0.86844 -0.06962
H3 3.87063 -2.07314 -1.00666
H4 4.33640 -1.12840 0.65500
F1 -1.91771 1.36355 -1.25538
C5 -2.45324 0.11147 0.68359
C6 2.49600 -0.58944 -0.13696
H5 -3.75591 0.70630 -0.96069
C7 0.63883 0.21997 1.13694
H6 2.41350 -0.32779 2.06858
H7 -4.02264 -0.87503 -0.24614
C8 -3.78346 0.07700 -0.06474
C9 -0.06615 0.37569 -0.05488
N1 -1.86901 1.34701 1.16822
H8 -4.74108 0.45426 0.49283
H9 -2.25166 -0.66115 1.39369
H10 0.13762 0.62966 2.12840
H11 4.52618 -0.47600 -0.90321
C10 1.95081 -0.23703 1.09467
H12 -0.19235 0.24678 -2.07547

Forces on atoms 1 to 6 (eV/Å):
C -0.451 -3.728 1.007
C 0.387 -0.346 1.028
C -0.744 0.514 1.373
H -0.188 -0.044 -0.004
H -0.305 -0.008 -1.145
C -0.972 -1.282 0.852

***

The following is a quantum chemistry calculation of a 2-piece molecular cluster, C10H12FNO2S overall at a distorted geometry, from OMol25.

2S+1: 1
Energy above the lowest of the compared OMol25 structures with the same formula, charge and spin, eV: 2.684
E, Ha: -1091.35359
Lowest unoccupied orbital energy, eV: 0.42
Gap between HOMO and LUMO, eV: 8.97

Positions of all 27 atoms, in Å:
H1 -4.81296 -1.08187 -0.10155
F1 4.31294 0.09993 -0.24266
O1 1.81117 0.25560 -1.52815
C1 -2.29975 -1.05104 -0.21360
S1 1.16289 0.78922 -0.35010
C2 -0.97999 -0.63426 -0.11727
C3 3.96039 -1.10942 -0.61264
N1 2.40042 0.73005 1.82089
H2 -0.10636 -1.34883 -0.19372
H3 -2.60994 -1.99363 -0.01491
H4 3.77570 -3.05388 -0.22029
H5 -3.50186 2.12035 -0.66324
H6 3.81883 -1.11596 -1.67704
C4 -2.75803 1.38260 -0.40391
H7 -5.01918 0.45467 -0.99078
C5 -3.18938 0.04398 -0.21632
O2 1.34922 2.18361 0.02340
C6 -0.58149 0.65630 -0.37694
H8 2.90319 0.66640 2.63092
H9 -1.07722 2.69632 -0.62152
H10 2.21114 1.75602 1.51867
C7 -4.62525 -0.09950 -0.14614
H11 4.31618 -2.04517 1.30134
C8 -1.44977 1.72465 -0.55354
C9 1.90875 -0.19941 1.07491
C10 4.09598 -2.15038 0.17543
H12 -5.01561 0.32365 0.69876

Forces on atoms 1 to 6 (eV/Å):
H -1.505 -3.645 -0.377
F 0.382 1.646 0.764
O -0.735 0.209 0.145
C 0.472 5.022 1.083
S 0.892 0.901 0.248
C 1.739 -1.967 -2.031

***

The following is a quantum chemistry calculation of C10H12I2IrO6SSm as an isolated structure at a distorted geometry, from OMol25.

2S+1: 10
Charge: +4
E, Ha: -2593.76419
Lowest unoccupied orbital energy (spin up / spin down), eV: -16.47 / -18.50
Gap between HOMO and LUMO (spin up / spin down), eV: 6.50 / 4.93
<S²>: 24.78

Positions of all 33 atoms, in Å:
O1 -2.74532 1.82062 3.10545
I1 2.90780 2.62556 -0.11721
H1 -1.46273 -0.15152 -2.40462
H2 1.76821 1.81506 -2.76254
H3 1.55501 1.06565 -4.35023
I2 2.42040 -1.77983 1.40721
C1 -1.50803 -2.11450 2.43691
H4 1.47599 0.51561 4.96252
C2 -2.38466 2.25358 -0.24288
C3 -1.26999 -2.04149 -0.36675
C4 -0.69370 0.52965 -2.80876
H5 0.71697 -0.82601 5.91250
C5 1.74116 0.85918 -3.28925
H6 -0.96452 0.76457 -3.86119
C6 0.23396 -0.20064 2.82575
S1 1.09181 -0.50871 -0.91800
H7 0.60232 -1.36370 -4.48434
H8 -0.75818 1.49083 -2.25648
C7 0.78041 -1.44303 -3.40909
C8 -1.90711 1.82391 2.31453
Ir1 -0.30531 -1.45095 1.13892
H9 1.77815 -1.86106 -3.26090
O2 0.60970 1.00724 2.79038
C9 0.56115 -0.04895 5.16293
Sm1 0.12655 1.53410 0.59667
O3 0.14294 -0.81144 3.98082
C10 0.69255 -0.08070 -2.74282
H10 2.73298 0.41954 -3.21086
O4 -3.49090 2.43085 -0.53516
O5 -1.91869 -2.30149 -1.30165
O6 -2.31272 -2.45111 3.21213
H11 0.05044 -2.13448 -2.98715
H12 -0.26665 0.61365 5.46316

Forces on atoms 1 to 6 (eV/Å):
O 3.438 0.017 -3.221
I 0.615 0.169 -0.153
H 0.219 0.322 -0.344
H -0.191 0.203 -0.073
H -0.199 -0.140 0.144
I 0.551 -0.889 0.403